No. 1
14
Properties=species:S:1:pos:R:3:mulliken_charge:R:1 method="wB97M-V/def2-TZVPD" energy_ev=-20104.5851 gap_ev="8.24 / 5.60" homo_ev="-8.06 / -6.58" spin_multiplicity=1 de_lowest_kj_mol=458.93 lumo_ev="0.18 / -0.98"
C -2.120 0.518 0.049 -0.0446
C -0.708 -1.423 0.208 0.4558
C 0.799 0.348 -0.392 -0.1493
C 2.063 1.182 0.039 -0.9290
N -1.911 -0.757 -0.035 -0.1141
N 0.524 -0.795 0.137 -0.1202
O -0.739 -2.642 0.308 -0.6534
S -3.415 1.457 -0.099 -0.2521
H 0.079 0.900 -0.964 0.4348
H 1.499 2.135 0.139 0.2251
H 2.717 1.412 -0.782 0.2913
H 2.610 0.625 0.831 0.3088
H -2.650 -1.610 -0.016 0.3142
H 1.254 -1.351 0.577 0.2327

No. 2
14
Properties=species:S:1:pos:R:3:mulliken_charge:R:1 method="wB97M-V/def2-TZVPD" energy_ev=-20100.2523 gap_ev=7.67 homo_ev=-8.13 spin_multiplicity=1 de_lowest_kj_mol=876.98 lumo_ev=-0.46
C -0.334 1.089 1.423 -0.4410
C -0.055 0.193 0.180 0.5481
C 0.041 -1.129 -1.358 0.1330
C 0.803 -1.774 -0.371 -0.1629
H 0.048 3.785 1.375 0.2217
H -1.348 2.083 -0.165 0.3113
H 0.569 1.195 2.060 0.3134
H -0.971 0.457 2.167 0.2439
H 0.674 -2.947 -2.941 0.1372
H 1.324 -2.749 -0.388 0.3528
N -0.925 2.480 1.317 -0.6104
N -0.365 0.191 -1.041 -0.4342
O 0.724 -1.050 0.720 -0.3521
S -0.184 -1.823 -2.979 -0.2608

No. 3
13
Properties=species:S:1:pos:R:3:mulliken_charge:R:1 method="wB97M-V/def2-TZVPD" energy_ev=-18056.1335 gap_ev=7.00 homo_ev=-8.05 spin_multiplicity=1 de_lowest_kj_mol=466.97 lumo_ev=-1.04
H 2.461 -0.943 -1.027 0.2678
N 1.477 -0.241 -1.148 -0.5829
C 0.678 -1.308 -0.850 0.0015
N -0.582 -1.194 -0.546 -0.2033
C -1.213 -0.131 0.041 -0.3606
C -0.823 1.008 0.854 -0.2505
C 0.294 1.823 0.905 -0.2598
S 0.406 3.277 1.802 -0.2430
H 1.032 -2.518 -0.968 0.1926
H -1.015 -2.224 -0.703 0.3341
H -2.177 -0.268 0.007 0.4451
H -1.611 1.170 1.537 0.3189
H 1.074 1.548 0.096 0.3401

No. 4
13
Properties=species:S:1:pos:R:3:mulliken_charge:R:1 method="wB97M-V/def2-TZVPD" energy_ev=-18055.4625 smiles="C1=NN[C@H]2C[C@@H]2S1" gap_ev=8.76 homo_ev=-7.86 spin_multiplicity=1 de_lowest_kj_mol=531.71 lumo_ev=0.91
C -1.932 -0.147 -0.210 -0.0936
N -1.532 0.970 0.121 -0.5684
N -0.335 1.387 -0.120 -0.0026
C 0.552 0.326 -0.483 -0.4084
C 1.811 -0.479 -0.131 -0.4205
C 0.434 -0.868 0.537 -0.1903
S -0.999 -1.617 -0.119 -0.1634
H -3.029 -0.300 -0.009 0.3182
H -0.134 2.060 0.675 0.3247
H 0.306 0.216 -1.421 0.3841
H 2.119 -0.922 -1.158 0.2505
H 2.428 -0.116 0.803 0.2424
H 0.313 -0.509 1.514 0.3273

No. 5
13
Properties=species:S:1:pos:R:3:mulliken_charge:R:1 method="wB97M-V/def2-TZVPD" energy_ev=-18057.5163 gap_ev=7.76 homo_ev=-8.80 spin_multiplicity=1 de_lowest_kj_mol=333.54 lumo_ev=-1.04
S 3.926 -0.235 -0.006 -0.2178
C 2.315 -0.311 -0.025 -0.1219
C 1.463 0.895 0.021 -0.0375
N 0.187 0.933 0.016 -0.5301
N -0.429 -0.348 -0.041 -0.0638
C -1.671 -0.318 0.742 -0.4167
C -1.723 -0.233 -0.728 -0.4216
H 1.762 -1.233 -0.096 0.3789
H 1.949 1.874 0.064 0.3688
H -1.886 0.595 1.294 0.3014
H -1.899 -1.266 1.246 0.2320
H -1.969 0.738 -1.167 0.2888
H -2.025 -1.092 -1.320 0.2394

No. 6
13
Properties=species:S:1:pos:R:3:mulliken_charge:R:1 method="wB97M-V/def2-TZVPD" energy_ev=-18056.0681 gap_ev="6.70 / 7.58" homo_ev="-8.42 / -8.66" spin_multiplicity=1 de_lowest_kj_mol=473.28 lumo_ev="-1.72 / -1.08"
C -0.647 -0.273 -1.704 0.0835
C -0.716 1.731 -0.368 -0.6157
C 2.255 -0.850 -1.006 -0.6064
C -0.103 0.551 -0.660 0.5278
N -1.023 -0.933 -2.581 -0.3932
N -1.885 1.959 -0.890 -0.6382
S 1.477 0.221 -0.001 0.1334
H -0.173 2.464 0.169 0.5871
H 1.708 -1.061 -1.839 0.3366
H -1.002 1.198 2.677 0.2268
H 3.099 -1.231 -0.526 0.3150
H -0.945 1.134 1.822 -0.1986
H -2.278 2.848 -0.555 0.2418

No. 7
13
Properties=species:S:1:pos:R:3:mulliken_charge:R:1 method="wB97M-V/def2-TZVPD" energy_ev=-18059.3292 smiles=Cn1cncc1S gap_ev=8.77 homo_ev=-8.19 spin_multiplicity=1 de_lowest_kj_mol=158.63 lumo_ev=0.58
C 0.336 1.737 0.024 -0.7882
N -0.293 0.411 -0.252 0.0450
C -1.674 0.092 -0.073 -0.0327
N -1.800 -1.222 0.007 -0.6056
C -0.476 -1.857 -0.053 -0.4323
C 0.387 -0.772 -0.191 0.3210
S 2.110 -0.599 -0.065 -0.2985
H -0.547 2.405 0.183 0.2680
H 1.051 2.169 -0.756 0.2060
H 0.932 1.477 0.916 0.3846
H -2.499 0.812 0.007 0.3346
H -0.204 -2.829 0.046 0.4519
H 2.680 -1.824 0.207 0.1460

No. 8
13
Properties=species:S:1:pos:R:3:mulliken_charge:R:1 method="wB97M-V/def2-TZVPD" energy_ev=-18055.6043 gap_ev="8.36 / 8.36" homo_ev="-8.13 / -8.13" spin_multiplicity=1 de_lowest_kj_mol=518.03 lumo_ev="0.23 / 0.23"
C 0.931 -0.920 1.271 -0.0023
C -1.260 -0.784 0.069 -0.2899
C -2.544 0.355 -1.945 -0.5526
C 0.953 -0.736 2.621 -0.6767
N -0.175 -0.925 0.496 0.0892
N -0.672 1.667 -3.375 -0.5437
S -1.465 1.565 -2.014 0.2208
H 1.804 -1.165 0.700 0.3301
H -3.079 0.095 -1.009 0.4080
H -2.809 -0.179 -2.857 0.2644
H 1.824 -0.735 3.221 0.2698
H 0.205 -0.582 3.403 0.2572
H -0.910 1.087 -4.208 0.2257

No. 9
13
Properties=species:S:1:pos:R:3:mulliken_charge:R:1 method="wB97M-V/def2-TZVPD" energy_ev=-18057.5080 smiles="S/N=C1/C=CCN1" gap_ev=8.56 homo_ev=-7.68 spin_multiplicity=1 de_lowest_kj_mol=334.35 lumo_ev=0.88
S 2.827 -0.871 -0.746 -0.2581
N 1.645 -1.059 0.463 -0.4205
C 0.515 -0.521 0.097 0.4179
C -0.290 -0.163 1.236 -0.4476
C -1.305 0.615 0.914 -0.1895
C -1.325 0.696 -0.638 -0.3870
N -0.035 -0.113 -1.090 -0.2385
H 4.061 -1.335 -0.033 0.1575
H -0.087 -0.095 2.312 0.3160
H -2.065 1.329 1.294 0.3396
H -1.520 1.772 -0.879 0.3167
H -2.415 0.147 -0.920 0.2098
H -0.005 -0.402 -2.010 0.1836

No. 10
13
Properties=species:S:1:pos:R:3:mulliken_charge:R:1 method="wB97M-V/def2-TZVPD" energy_ev=-18054.6825 gap_ev=7.32 homo_ev=-7.93 spin_multiplicity=1 de_lowest_kj_mol=606.97 lumo_ev=-0.61
C -0.350 1.937 -0.055 -0.2430
C 0.864 1.283 -0.105 -0.7216
C -1.298 0.810 0.012 0.2586
C 0.698 -0.250 -0.121 -0.2035
N -0.734 -0.383 -0.008 0.4826
N -1.364 -1.515 -0.088 -0.9689
S -3.854 0.177 -0.046 -0.4015
H -0.709 2.986 -0.133 0.3605
H 1.721 1.769 -0.505 0.3796
H 1.109 -0.376 -1.205 0.2517
H 1.379 -0.730 0.659 0.3213
H -1.043 -2.086 0.688 0.2252
H -2.416 -1.404 -0.030 0.2589

No. 11
13
Properties=species:S:1:pos:R:3:mulliken_charge:R:1 method="wB97M-V/def2-TZVPD" energy_ev=-18057.8307 smiles="C1=NN=CSCC1" gap_ev=9.60 homo_ev=-9.00 spin_multiplicity=1 de_lowest_kj_mol=303.22 lumo_ev=0.60
C -1.301 -0.111 -0.590 -0.1079
N -0.969 -1.360 -0.853 -0.3659
N -0.189 -2.006 0.176 -0.3256
C 0.974 -1.543 0.291 0.0140
S 1.793 -0.307 -0.492 -0.1484
C 0.597 1.112 -0.176 -0.5290
C -0.677 0.672 0.590 -0.6078
H -1.800 0.462 -1.347 0.4559
H 1.685 -2.165 0.962 0.3331
H 0.476 1.633 -1.224 0.3333
H 1.291 1.857 0.383 0.3470
H -0.667 0.101 1.537 0.3529
H -1.212 1.657 0.746 0.2485

No. 12
13
Properties=species:S:1:pos:R:3:lowdin_spin:R:1 method="wB97M-V/def2-TZVPD" energy_ev=-18054.3202 gap_ev="7.50 / 6.29" homo_ev="-6.87 / -8.48" spin_multiplicity=3 de_lowest_kj_mol=180.34 lumo_ev="0.63 / -2.19" s2=2.0148
C 0.852 -0.665 -1.293 0.4437
C 0.160 -0.592 0.775 0.4040
C -0.301 -1.093 2.123 0.7607
C -0.149 0.318 -1.592 0.0687
N 0.999 -1.145 -0.070 0.0867
N 0.215 2.054 0.676 0.0359
S -0.748 0.890 0.197 0.0376
H 1.421 -1.017 -2.125 0.0214
H -1.212 -0.610 2.451 0.0435
H 0.138 -1.851 2.575 0.0577
H 0.024 1.164 -2.278 0.0076
H -1.078 -0.294 -2.018 0.0314
H -0.321 2.840 0.580 0.0011